[1]
A molecular structure, C18H10F9N2O4Re, computed with wB97M-V/def2-TZVPD.

Values from the calculation:
HOMO (alpha / beta): -11.6 / -11.6 eV
Frontier orbital gap (alpha / beta): 5.9 / 6.0 eV
Calculated total energy: -56579.7295 eV
Spin multiplicity: 2
Net charge: +1

The geometry in XYZ format:
```
44
C18H10F9N2O4Re wB97M-V/def2-TZVPD
Re -0.4288 -0.5213 0.5663
O -0.1006 2.2556 -4.2505
C 0.9800 1.4728 -4.1549
C 1.8855 1.5043 -5.2149
C 3.0176 0.7233 -5.1810
C 3.2907 -0.1175 -4.0948
C 2.4106 -0.1618 -3.0466
C 1.2421 0.6282 -3.0553
C 0.3382 0.5613 -1.9452
O 0.6478 -0.2953 -0.9298
N -0.7469 1.2480 -1.8245
N -1.3891 0.9389 -0.6302
C -2.4725 1.6058 -0.4015
C -3.2942 1.4581 0.7718
C -4.4585 2.2146 0.9158
C -5.2445 2.0714 2.0455
C -4.8772 1.1750 3.0427
C -3.7225 0.4105 2.9255
C -2.9592 0.5698 1.7928
O -1.8115 -0.1690 1.6461
H -0.6609 2.1539 -3.4625
H 1.6693 2.1553 -6.0504
H 3.7088 0.7622 -6.0127
H 4.1848 -0.7236 -4.0842
H 2.6022 -0.8026 -2.1973
H -2.7704 2.3249 -1.1578
H -4.7374 2.9115 0.1359
H -6.1454 2.6585 2.1526
H -5.4937 1.0676 3.9245
H -3.4184 -0.2901 3.6904
F 2.5755 0.1668 2.3778
C 2.8959 -1.0362 1.8909
F 4.0388 -1.4307 2.4288
F 3.0578 -0.9043 0.5725
C 1.7502 -2.0493 2.1834
O 0.6792 -1.8000 1.3338
C 1.2418 -1.8933 3.6508
F 2.2492 -1.7699 4.5011
F 0.4982 -2.9386 4.0005
F 0.4686 -0.8012 3.7391
C 2.2224 -3.5114 1.9164
F 2.9918 -3.9415 2.9104
F 2.9137 -3.5665 0.7780
F 1.1707 -4.3140 1.8009
```



[2]
A molecular structure, C18H12ClCoN6O4, computed with wB97M-V/def2-TZVPD.

Values from the calculation:
HOMO (alpha / beta): -12.9 / -12.9 eV
Frontier orbital gap (alpha / beta): 8.0 / 7.7 eV
Calculated total energy: -86128.2246 eV
Spin multiplicity: 2
Net charge: +1

The geometry in XYZ format:
```
42
C18H12ClCoN6O4 wB97M-V/def2-TZVPD
Co 0.3099 -0.5650 2.2442
C 3.8043 -2.8255 1.4956
C 2.7516 -2.2170 2.1800
N 1.8522 -1.5008 1.5220
C 1.9889 -1.3823 0.1819
C 3.0401 -1.9951 -0.4676
N 3.9479 -2.7162 0.1859
C 0.9310 -0.5624 -0.4511
C 0.7777 -0.2448 -1.7824
C -0.3000 0.5535 -2.1886
C -1.1864 0.9982 -1.1985
C -0.9775 0.6451 0.1162
N 0.0618 -0.1171 0.4559
C -1.7852 1.0055 1.3035
C -2.9266 1.7797 1.3050
N -3.5911 2.0530 2.4252
C -3.1124 1.5495 3.5500
C -1.9602 0.7631 3.5797
N -1.3044 0.4960 2.4602
C -0.4957 0.9159 -3.6174
C -1.5628 1.7091 -4.0273
C -1.7027 2.0206 -5.3715
N -0.8639 1.6003 -6.3120
C 0.1562 0.8425 -5.9248
C 0.3802 0.4775 -4.6057
H 4.5396 -3.4109 2.0318
H 2.6456 -2.3143 3.2515
H 3.1602 -1.9073 -1.5404
H 1.4945 -0.6176 -2.4967
H -2.0348 1.6159 -1.4475
H -3.3213 2.1933 0.3852
H -3.6491 1.7684 4.4638
H -1.5792 0.3575 4.5066
H -2.2948 2.0967 -3.3342
H -2.5291 2.6374 -5.7031
H 0.8309 0.5078 -6.7033
H 1.2368 -0.1421 -4.3853
O 1.7315 -2.0324 5.3101
Cl 0.6618 -1.2294 4.8439
O -0.2038 -0.8079 5.8830
O 1.1810 -0.0563 4.0904
O -0.1024 -1.9421 3.7857
```



[3]
A molecular structure, C18H12ClN3O4S4SbTc, computed with wB97M-V/def2-TZVPD.

Values from the calculation:
HOMO (alpha / beta): -5.1 / -5.1 eV
Frontier orbital gap (alpha / beta): 6.2 / 5.6 eV
Calculated total energy: -96127.4560 eV
Spin multiplicity: 4
Net charge: -1

The geometry in XYZ format:
```
44
C18H12ClN3O4S4SbTc wB97M-V/def2-TZVPD
Tc 1.0342 -0.7577 -0.7865
O -2.4028 2.6117 4.1820
C -2.1840 3.0953 3.0586
O -2.4728 4.1905 2.5504
C -1.3933 2.1478 2.1096
C -1.0226 0.8802 2.5454
C -0.3399 0.0499 1.6786
N -0.0492 0.4709 0.4424
C -0.3715 1.6890 -0.0018
C -1.0604 2.5588 0.8259
C 0.0798 1.9664 -1.3889
C -0.1631 3.1681 -2.0237
C 0.3026 3.3535 -3.3184
C 0.9980 2.3386 -3.9410
C 1.2071 1.1562 -3.2516
N 0.7537 0.9723 -2.0156
C 0.1037 -1.3383 1.9616
C -0.1336 -1.9589 3.1766
C 0.2640 -3.2721 3.3531
C 0.8841 -3.9388 2.3111
C 1.1007 -3.2591 1.1274
N 0.7308 -1.9908 0.9556
H -1.2988 0.6085 3.5555
H -1.3623 3.5558 0.5347
H -0.7019 3.9506 -1.5100
H 0.1312 4.2941 -3.8249
H 1.4055 2.4526 -4.9343
H 1.7687 0.3387 -3.6806
H -0.6369 -1.4205 3.9660
H 0.0789 -3.7721 4.2948
H 1.1995 -4.9682 2.4024
H 1.5883 -3.7226 0.2809
S 4.3157 2.0055 -2.8828
Sb 4.7776 0.2547 -1.5308
S 2.9201 0.1888 0.1028
S 2.0660 -2.2507 -2.3118
S 3.8593 -1.6585 -2.9903
Cl -2.5103 -3.1901 0.8853
C -2.6391 -1.7970 -0.2383
C -1.8363 -2.0864 -1.5104
O -2.3246 -2.8100 -2.3526
O -0.6911 -1.4910 -1.6112
H -2.2860 -0.9197 0.2945
H -3.6893 -1.6960 -0.4898
```



[4]
A molecular structure, C18H12CuF3N3S, computed with wB97M-V/def2-TZVPD.

Values from the calculation:
HOMO: -4.0 eV
Frontier orbital gap: 6.7 eV
Calculated total energy: -86960.2802 eV
Net charge: -1

The geometry in XYZ format:
```
38
C18H12CuF3N3S wB97M-V/def2-TZVPD
Cu -0.7014 1.2669 1.1809
F -4.6309 -2.3667 1.8411
C -3.7282 -2.9428 1.0315
F -3.9512 -4.2808 1.1236
F -4.0558 -2.6061 -0.2297
C -2.3105 -2.5987 1.3754
C -1.4365 -3.6080 1.7302
C -0.1127 -3.3122 2.0263
C 0.2770 -1.9871 1.9261
N -0.5443 -1.0054 1.5890
C -1.8505 -1.2578 1.3243
S -2.7814 0.1304 0.9362
H -1.7913 -4.6287 1.7736
H 0.5917 -4.0817 2.3081
H 1.3046 -1.6932 2.1163
C 0.4962 -1.6365 -4.0197
C -0.5213 -1.5816 -3.0773
C -0.4566 -0.6676 -2.0362
C 0.6246 0.2012 -1.9452
C 1.6486 0.1511 -2.8877
C 1.5789 -0.7695 -3.9203
N 0.6078 1.0878 -0.8280
N 1.4378 2.0070 -0.8727
C 1.4390 2.8891 0.2530
C 2.4136 3.8842 0.1590
C 2.5493 4.8091 1.1784
C 1.6964 4.7114 2.2748
C 0.7335 3.7115 2.3383
C 0.5443 2.7478 1.3329
H 0.4501 -2.3544 -4.8296
H -1.3680 -2.2530 -3.1483
H -1.2409 -0.5923 -1.2912
H 2.4829 0.8316 -2.7900
H 2.3749 -0.8172 -4.6540
H 3.0516 3.9097 -0.7173
H 3.2994 5.5890 1.1259
H 1.7847 5.4273 3.0864
H 0.0946 3.6859 3.2161
```



[5]
A molecular structure, C18H12F2LiNO2S, computed with wB97M-V/def2-TZVPD.

Values from the calculation:
HOMO: -6.6 eV
Frontier orbital gap: 5.1 eV
Calculated total energy: -40919.3636 eV
Net charge: 0

The geometry in XYZ format:
```
37
C18H12F2LiNO2S wB97M-V/def2-TZVPD
F 5.1004 0.8897 0.4012
C 3.8959 0.6058 -0.2526
F 3.9341 -0.7101 -0.7246
S 2.5898 0.8679 0.8917
N 1.3787 0.1212 -0.1459
C 1.2032 -1.3128 -0.2408
O 1.6612 -2.1371 0.4965
C 0.2920 -1.4763 -1.3872
C -0.1189 -0.2200 -1.8607
C -0.9815 -0.1190 -2.9254
C -1.3913 -1.2874 -3.5590
C -0.9471 -2.5506 -3.1054
C -0.1187 -2.6410 -1.9920
C 0.5878 0.8083 -1.1232
O 0.5058 2.0567 -1.2170
H 3.7883 1.2890 -1.1372
H -1.3159 0.8662 -3.2570
H -2.0633 -1.2377 -4.4239
H -1.2692 -3.4529 -3.6362
H 0.2175 -3.6113 -1.6018
C -0.6567 2.7289 1.8091
Li -0.3571 0.6826 0.7266
C 0.6187 2.4726 2.3417
C 0.5796 1.1851 2.9763
C -0.6730 0.5416 2.7089
C -1.5440 1.5829 1.9894
C -2.5733 1.1271 1.1431
C -2.7171 -0.2599 0.8597
C -1.8147 -1.1965 1.3877
C -0.8019 -0.8023 2.2956
H -1.0861 3.7073 1.8544
H 1.4464 3.1683 2.4484
H 1.3382 0.8067 3.6509
H -3.2379 1.8514 0.6924
H -3.5362 -0.5855 0.2242
H -1.8977 -2.2425 1.0797
H -0.0361 -1.5163 2.6125
```



[6]
A gas-phase ion, C18H12F2N3O4S (charge -1), computed with wB97M-V/def2-TZVPD.

Values from the calculation:
HOMO: -2.1 eV
Frontier orbital gap: 3.7 eV
Calculated total energy: -47787.1184 eV
Net charge: -1

The geometry in XYZ format:
```
40
C18H12F2N3O4S wB97M-V/def2-TZVPD
C 0.1944 3.3019 -1.5517
C 0.9269 2.6065 -0.4121
C 2.0286 3.4540 0.1202
N 2.8032 4.1773 0.6116
C 1.4323 1.2109 -0.7659
C 0.7355 0.4109 -1.7001
C 1.1140 -0.9056 -1.9002
C 2.2000 -1.4007 -1.1533
N 2.2437 -2.7962 -0.9116
O 3.1424 -3.2566 -0.1778
O 1.3470 -3.5045 -1.4253
C 3.0022 -0.5780 -0.3417
C 2.5808 0.7316 -0.1344
H -0.7457 2.7838 -1.7519
H -0.0181 4.3237 -1.2219
H 0.8365 3.3107 -2.4418
H -0.0958 0.8185 -2.2806
H 0.5393 -1.5852 -2.5294
H 3.8421 -0.9981 0.1997
H 3.1605 1.3769 0.5326
F 0.7760 3.2974 3.2536
C 0.2546 2.1774 2.6674
F -0.8956 1.8183 3.3400
S -0.2943 2.6072 0.9732
N -0.9576 0.7177 0.7694
C -2.2353 0.5795 0.2173
O -2.9230 1.4776 -0.2330
C -2.5093 -0.8858 0.2803
C -1.3848 -1.5172 0.7799
C -1.2558 -2.9000 0.7950
C -2.3536 -3.6497 0.3471
C -3.5339 -3.0107 -0.0904
C -3.6125 -1.6133 -0.1457
C -0.4148 -0.4797 1.2139
O 0.6223 -0.6602 1.8434
H 0.9468 1.3335 2.6652
H -0.3094 -3.3275 1.1219
H -2.3008 -4.7407 0.3366
H -4.3903 -3.6169 -0.4001
H -4.4984 -1.0888 -0.4996
```